# 1
A molecular structure, C7H35N14O9PSi2 at a distorted geometry. Source: OMol25; level of theory: ωB97M-V with the def2-TZVPD basis set.

Calculated values
Strongest force on any atom   0.0218 hartree/bohr
HOMO-LUMO gap   9.6504 eV
HOMO   -0.3503 hartree

Last column: Mulliken charge in e.
Atoms and positions in Å:
O1 -0.357258 3.424176 1.193059  -0.644
P1 -0.247212 3.390955 -0.300037  0.290
Si1 1.706849 2.413410 -0.862586  0.597
O2 2.890837 3.564257 -1.132822  -0.221
Si2 2.698569 4.402143 -2.585370  0.511
H1 -1.273593 2.580848 -0.837936  0.086
H2 -0.360042 4.691559 -0.831481  0.043
H3 2.068170 1.541024 0.257922  -0.129
H4 1.574953 1.620797 -2.101588  -0.126
H5 1.506293 5.259048 -2.446626  -0.160
H6 2.444211 3.407243 -3.644120  -0.123
H7 3.929367 5.160830 -2.838940  -0.131
C1 2.159659 -1.374552 -3.844441  0.625
O3 1.051692 -0.857718 -3.889772  -0.684
N1 3.125228 -1.139088 -4.786539  -0.346
N2 2.525059 -2.230464 -2.853255  -0.232
H8 4.034195 -1.561714 -4.762210  0.133
H9 2.893447 -0.515204 -5.535963  0.200
H10 1.843100 -2.425639 -2.144755  0.218
H11 3.428140 -2.669745 -2.796355  0.112
C2 -4.593484 2.319273 0.864945  0.611
O4 -5.645502 1.702571 0.807146  -0.652
N3 -4.455799 3.585681 0.356570  -0.376
N4 -3.470654 1.806255 1.442457  -0.157
H12 -3.601581 4.108293 0.401059  0.153
H13 -5.261379 3.997883 -0.075097  0.214
H14 -3.534062 0.879493 1.829651  0.035
H15 -2.595464 2.300021 1.499989  0.165
C3 -5.416610 2.003092 5.577370  0.605
O5 -6.227666 1.284419 6.137416  -0.660
N5 -4.684951 2.944214 6.254568  -0.367
N6 -5.171608 1.926195 4.237596  -0.201
H16 -4.011593 3.543296 5.817275  0.169
H17 -4.842028 3.023241 7.241075  0.205
H18 -5.690357 1.247391 3.711096  0.085
H19 -4.509175 2.504847 3.756426  0.148
C4 2.096105 1.113141 3.561491  0.644
O6 1.050955 0.500173 3.475002  -0.612
N7 2.262989 2.367154 3.038115  -0.312
N8 3.199572 0.591570 4.192995  -0.399
H20 3.118433 2.884860 3.100341  0.155
H21 1.469602 2.780112 2.569617  0.144
H22 3.109372 -0.325773 4.586555  0.226
H23 4.072123 1.075901 4.278349  0.155
C5 -3.971445 -2.021733 2.799889  0.719
O7 -2.962934 -2.118696 2.121932  -0.653
N9 -5.130852 -1.490531 2.303517  -0.374
N10 -4.022196 -2.427699 4.104783  -0.400
H24 -5.975439 -1.393963 2.835028  0.162
H25 -5.119261 -1.179439 1.348668  0.182
H26 -3.184342 -2.814759 4.495882  0.218
H27 -4.839294 -2.348995 4.680219  0.173
C6 -0.172817 -5.079985 -4.273147  0.661
O8 0.304550 -4.884192 -5.375576  -0.639
N11 -0.511585 -6.336742 -3.837109  -0.389
N12 -0.409601 -4.071621 -3.380990  -0.345
H28 -0.905729 -6.524232 -2.935438  0.160
H29 -0.350284 -7.098472 -4.467795  0.217
H30 -0.173592 -3.135838 -3.670942  0.168
H31 -0.801230 -4.215978 -2.469815  0.162
C7 6.388415 -3.003176 -3.036667  0.650
O9 5.555607 -3.693957 -2.474563  -0.659
N13 7.121564 -2.057548 -2.377076  -0.395
N14 6.648678 -3.124205 -4.376354  -0.398
H32 7.810839 -1.479819 -2.818907  0.162
H33 6.950097 -1.948617 -1.394946  0.221
H34 6.128052 -3.816339 -4.883661  0.234
H35 7.328989 -2.572036 -4.863118  0.164

Atoms 1-2, force components in eV/Å:
-0.11 0.09 0.43
-0.08 -0.30 1.01



# 2
A molecular structure, CH2I2O3 at a distorted geometry. Source: OMol25; level of theory: ωB97M-V with the def2-TZVPD basis set.

Calculated values
Strongest force on any atom   0.0463 hartree/bohr
HOMO-LUMO gap   8.3977 eV
HOMO   -0.3678 hartree

Last column: Mulliken charge in e.
Atoms and positions in Å:
C1 -0.551073 -0.948524 -0.207012  0.578
O1 -0.051823 -0.389243 -1.141893  -0.420
O2 1.336159 2.268638 0.286241  -0.609
O3 -0.836788 -2.208049 -0.037092  -0.463
I1 -1.576602 -0.174616 1.452917  0.039
I2 -0.345344 -3.420292 -1.568042  0.271
H1 1.391451 2.052968 1.207879  0.301
H2 0.634019 2.819119 0.007004  0.302

Atoms 1-2, force components in eV/Å:
-0.04 1.43 -1.61
-0.40 -0.66 1.46



# 3
6 unconnected molecules or ions with the total composition C25H56BN4O8 at a distorted geometry. Source: OMol25; level of theory: ωB97M-V with the def2-TZVPD basis set.

Calculated values
Total charge   +1
Strongest force on any atom   0.0210 hartree/bohr
HOMO-LUMO gap   7.5507 eV
HOMO   -0.4255 hartree

Last column: Mulliken charge in e.
Atoms and positions in Å:
N1 2.502794 -0.067396 1.586570  -0.480
C1 1.755675 0.059711 0.428786  -0.329
N2 0.465340 -0.248021 0.394362  0.613
N3 2.443822 0.472937 -0.686310  0.112
C2 1.660895 1.456278 -1.531304  -0.200
C3 1.489706 2.776336 -0.780390  -0.889
C4 0.253575 2.734076 0.079649  0.061
O1 0.310413 2.548762 1.276794  -0.512
N4 -0.959117 2.899224 -0.597852  -0.112
C5 -1.834847 1.765988 -0.624388  0.143
C6 -2.496582 1.371979 0.535351  -0.322
C7 -3.292423 0.231878 0.513548  -0.354
C8 -3.466526 -0.492813 -0.659680  -0.647
C9 -2.836860 -0.070803 -1.827613  -0.784
C10 -2.016059 1.050091 -1.806089  -0.109
B1 2.777122 -0.727310 -1.591860  0.626
O2 1.745456 -1.494368 -2.064141  -0.369
O3 4.051765 -1.005555 -1.894224  -0.513
H1 2.165886 -0.889362 2.084856  0.277
H2 2.387097 0.719719 2.228677  0.337
H3 0.092162 -0.917484 -0.269515  0.125
H4 -0.195914 0.158615 1.052939  -0.120
H5 2.238869 1.629952 -2.438442  0.683
H6 0.701199 1.049772 -1.849926  0.204
H7 2.360544 3.031469 -0.182284  0.525
H8 1.343715 3.575655 -1.502768  0.147
H9 -0.790084 3.262983 -1.530653  0.249
H10 -2.372351 1.949502 1.439885  0.434
H11 -3.781681 -0.099106 1.417538  0.443
H12 -4.088676 -1.375730 -0.672083  0.451
H13 -2.974220 -0.599169 -2.760050  0.446
H14 -1.526177 1.376175 -2.716630  0.466
H15 1.248239 -1.062318 -2.775723  0.171
H16 4.669511 -0.450375 -1.403849  0.344
C11 -0.706639 -0.634213 5.298315  -1.283
C12 -1.317443 -1.559908 4.262490  0.368
C13 -0.787821 -2.976682 4.377276  -1.261
O4 -1.052126 -1.065035 2.938280  -0.199
H17 0.379974 -0.582209 5.175475  0.268
H18 -1.095614 0.378409 5.186132  0.268
H19 -0.918399 -0.975181 6.310882  0.463
H20 -2.402657 -1.560389 4.367761  0.338
H21 0.295092 -2.995308 4.219925  0.324
H22 -1.239659 -3.608021 3.611490  0.168
H23 -0.997785 -3.407152 5.355856  0.459
H24 -0.095210 -1.067067 2.837099  -0.025
C14 1.537411 -3.531377 -5.196419  -1.123
C15 0.466399 -2.563440 -5.668363  0.276
C16 0.729469 -2.073209 -7.080578  -1.331
O5 0.380082 -1.442938 -4.767332  -0.477
H25 2.516318 -3.043203 -5.191893  0.288
H26 1.332001 -3.868470 -4.180278  0.220
H27 1.592744 -4.402790 -5.848161  0.443
H28 -0.510394 -3.044755 -5.622179  0.291
H29 1.686469 -1.545686 -7.127752  0.350
H30 -0.048534 -1.379748 -7.399376  0.318
H31 0.762768 -2.904763 -7.783591  0.404
H32 1.233514 -0.995025 -4.816028  0.326
C17 0.854661 4.690976 -6.034347  -1.396
C18 -0.102961 4.380806 -4.897466  0.475
C19 -1.213795 5.412100 -4.800060  -1.307
O6 0.615417 4.306191 -3.652397  -0.440
H33 1.329337 5.662785 -5.876119  0.363
H34 1.644605 3.941697 -6.089893  0.322
H35 0.333266 4.716931 -6.990658  0.402
H36 -0.535025 3.389139 -5.042563  0.205
H37 -0.795381 6.403506 -4.608283  0.346
H38 -1.892578 5.175237 -3.979973  0.320
H39 -1.790270 5.457061 -5.723459  0.404
H40 1.011325 5.171786 -3.497303  0.297
C20 1.035620 3.250731 6.209315  -1.122
C21 0.172879 2.906225 7.415012  0.504
C22 0.088799 4.066376 8.393829  -1.423
O7 0.688781 1.745622 8.068615  -0.543
H41 2.056770 3.477217 6.527994  0.352
H42 1.082253 2.405127 5.521035  0.174
H43 0.643691 4.115007 5.671571  0.375
H44 -0.829768 2.638175 7.078092  0.280
H45 1.083967 4.314179 8.772709  0.361
H46 -0.532660 3.798956 9.247732  0.344
H47 -0.330776 4.956071 7.922820  0.370
H48 1.576105 1.959777 8.376295  0.342
C23 -1.427940 -7.245953 0.520286  -1.476
C24 -0.961542 -5.971815 1.205161  0.451
C25 -1.165472 -4.750006 0.320318  -0.965
O8 0.412769 -6.077443 1.577053  -0.555
H49 -0.854667 -7.415513 -0.395321  0.368
H50 -1.272552 -8.105377 1.171264  0.356
H51 -2.485390 -7.193913 0.258944  0.368
H52 -1.511003 -5.838478 2.138213  0.285
H53 -0.585515 -4.841179 -0.602845  0.333
H54 -0.825014 -3.849885 0.837650  0.116
H55 -2.215572 -4.622383 0.053278  0.372
H56 0.925407 -6.202865 0.771293  0.351

Atoms 1-2, force components in eV/Å:
-0.97 -0.34 0.31
0.30 0.37 -0.22



# 4
3 unconnected molecules or ions with the total composition C17H21BFN2O8P at a distorted geometry. Source: OMol25; level of theory: ωB97M-V with the def2-TZVPD basis set.

Calculated values
Strongest force on any atom   0.0863 hartree/bohr
Structure (SMILES)   O=[N+]([O-])c1ccccc1.O=[N+]([O-])c1ccccc1.O=C(O)CP(CCF)CB(O)O
HOMO-LUMO gap   7.2645 eV
HOMO   -0.2964 hartree

Last column: Mulliken charge in e.
Atoms and positions in Å:
O1 -2.619707 4.876805 1.901694  -0.669
N1 -2.973738 4.754766 0.731890  1.102
O2 -2.322803 4.200712 -0.114996  -0.524
C1 -4.277896 5.318733 0.350551  0.087
C2 -5.031268 5.989311 1.298033  -0.328
C3 -6.248992 6.540295 0.927917  -0.418
C4 -6.701642 6.411990 -0.378252  -0.410
C5 -5.939934 5.727552 -1.316451  -0.481
C6 -4.720470 5.177448 -0.952829  -0.300
H1 -4.682530 6.091287 2.315803  0.437
H2 -6.844352 7.072665 1.658076  0.368
H3 -7.650382 6.847483 -0.666520  0.371
H4 -6.295593 5.626068 -2.333313  0.367
H5 -4.129493 4.648286 -1.687366  0.442
O3 2.815488 -3.945441 -2.850375  -0.598
N2 2.044418 -4.468833 -2.072423  1.047
O4 0.924785 -4.054946 -1.826282  -0.604
C7 2.492522 -5.680863 -1.374483  0.108
C8 3.772040 -6.158379 -1.601766  -0.355
C9 4.200603 -7.288807 -0.924184  -0.448
C10 3.349437 -7.930309 -0.033851  -0.392
C11 2.064927 -7.446181 0.177212  -0.481
C12 1.631092 -6.314622 -0.495099  -0.287
H6 4.437814 -5.662259 -2.293677  0.447
H7 5.200229 -7.668756 -1.087809  0.374
H8 3.688714 -8.810170 0.498284  0.375
H9 1.402915 -7.949486 0.869206  0.376
H10 0.631759 -5.939555 -0.325580  0.443
O5 4.557291 1.478286 1.824276  -0.515
C13 3.727839 1.769806 1.008735  0.305
O6 4.165699 2.227951 -0.230660  -0.455
C14 2.221444 1.693485 1.228165  -0.673
P1 1.339838 0.637023 -0.047690  -0.171
C15 2.261169 -0.939892 -0.360707  -0.557
C16 2.523044 -1.814776 0.880233  -0.357
F1 3.006083 -1.100449 1.975024  -0.315
C17 -0.315720 0.155807 0.694996  -0.801
B1 -1.357976 1.196687 0.058244  0.591
O7 -1.472609 2.492250 0.542090  -0.268
O8 -2.169655 0.852223 -1.000118  -0.498
H11 3.620492 3.005207 -0.430670  0.339
H12 2.081858 1.202595 2.205105  0.334
H13 1.745232 2.687836 1.224244  0.605
H14 3.189432 -0.799812 -0.937168  0.446
H15 1.611184 -1.546033 -1.021276  0.333
H16 1.656827 -2.416467 1.193898  0.267
H17 3.318567 -2.536237 0.606471  0.283
H18 -0.312060 0.173355 1.798353  0.307
H19 -0.515231 -0.862710 0.316330  0.244
H20 -1.244560 2.445238 1.483101  0.226
H21 -1.856133 0.033831 -1.404383  0.283

Atoms 1-2, force components in eV/Å:
-0.02 0.09 -0.06
0.03 -0.03 -0.07